Molecular formula: C8H8N4O4
Method: DFT, the ωB97M-V functional and the def2-TZVPD basis

Each atom is followed by the atoms it is bonded to, with distances in Å.
Atoms and positions in Å:
1 H 3.106 1.813 -0.891  C23 1.073
2 N 1.874 0.363 -0.406  H3 1.195, C11 1.387, C23 1.393
3 H 1.060 1.201 -0.661  N2 1.195
4 O 5.232 -2.063 0.023  C21 1.169
5 N -4.184 -0.074 0.201  C12 1.304, C13 1.398, H14 1.184
6 C -1.666 1.123 -0.039  N17 1.444, O18 1.179, C22 1.449
7 H -1.220 -0.982 0.274  N17 1.026
8 O -3.095 -2.105 0.681  C13 1.192
9 H -4.946 1.554 0.177  C12 1.034
10 O 0.491 -1.455 0.071  C11 1.232
11 C 1.591 -0.901 0.091  N2 1.387, O10 1.232, N24 1.581
12 C -3.971 1.211 0.148  N5 1.304, H9 1.034, C22 1.295
13 C -3.112 -0.935 0.455  N5 1.398, O8 1.192, N17 1.391
14 H -4.946 -0.325 1.071  N5 1.184
15 H -2.987 2.873 -0.737  C22 1.159
16 C 4.230 0.098 -0.249  H20 1.068, C21 1.538, C23 1.304
17 N -1.947 -0.290 0.056  C6 1.444, H7 1.026, C13 1.391
18 O -0.584 1.588 -0.107  C6 1.179
19 H 2.474 -2.692 0.423  N24 1.083
20 H 5.203 0.453 -0.509  C16 1.068
21 C 4.271 -1.401 0.091  O4 1.169, C16 1.538, N24 1.556
22 C -2.901 1.872 -0.160  C6 1.449, C12 1.295, H15 1.159
23 C 3.184 0.773 -0.639  H1 1.073, N2 1.393, C16 1.304
24 N 2.844 -1.697 0.635  C11 1.581, H19 1.083, C21 1.556

SMILES string ... O=c1cc[nH]c(=O)[nH]1.O=c1cc[nH]c(=O)[nH]1
Energy above the lowest of the compared OMol25 structures with the same formula, charge and spin ... 109.0 kcal per mole
Kohn-Sham gap ... 9.589 eV
F_max ... 9.21 eV/Å



Molecular formula: C5H8N2S
Method: DFT, the ωB97M-V functional and the def2-TZVPD basis

Each atom is followed by the atoms it is bonded to, with distances in Å.
Atoms and positions in Å:
1 C 1.990 -0.695 -0.257  H3 1.098, C4 1.501, N9 1.429, H10 1.095
2 S -1.930 -0.534 -0.614  C13 1.834, C16 1.830
3 H 2.750 -0.251 0.400  C1 1.098
4 C 0.597 -0.740 0.300  C1 1.501, N9 1.427, C13 1.506, H15 1.076
5 H -1.555 0.947 1.296  C16 1.118
6 H -0.368 -2.327 -0.855  C13 1.114
7 H -0.435 2.966 -0.044  C12 1.105
8 H -0.900 -2.212 0.846  C13 1.093
9 N 0.945 0.129 -0.777  C1 1.429, C4 1.427, N14 1.390
10 H 2.362 -1.467 -0.938  C1 1.095
11 H -2.414 1.657 -0.052  C16 1.080
12 C -0.294 1.879 -0.183  H7 1.105, N14 1.274, C16 1.532
13 C -0.581 -1.624 -0.018  S2 1.834, C4 1.506, H6 1.114, H8 1.093
14 N 0.862 1.500 -0.562  N9 1.390, C12 1.274
15 H 0.513 -0.294 1.275  C4 1.076
16 C -1.540 1.067 0.184  S2 1.830, H5 1.118, H11 1.080, C12 1.532

SMILES string ... C1=NN2C[C@@H]2CSC1
Energy above the lowest of the compared OMol25 structures with the same formula, charge and spin ... 68.8 kcal per mole
Kohn-Sham gap ... 9.464 eV
F_max ... 0.99 eV/Å



Molecular formula: C5H8O
Method: DFT, the ωB97M-V functional and the def2-TZVPD basis

Each atom is followed by the atoms it is bonded to, with distances in Å.
Atoms and positions in Å:
1 H 1.171 -0.408 2.043  C12 1.095
2 C -0.964 1.117 -0.803  H3 1.093, H4 1.095, C5 1.529, C6 1.552
3 H -1.353 1.341 -1.800  C2 1.093
4 H -1.289 1.891 -0.101  C2 1.095
5 C -1.202 -0.258 -0.178  C2 1.529, C8 1.469, H10 1.087, O14 1.425
6 C 0.563 0.866 -0.676  C2 1.552, C8 1.545, H9 1.092, H13 1.093
7 H 0.340 -1.922 1.617  C12 1.095
8 C 0.230 -0.423 0.106  C5 1.469, C6 1.545, C12 1.497, O14 1.428
9 H 1.103 1.672 -0.174  C6 1.092
10 H -2.080 -0.625 0.348  C5 1.087
11 H 1.902 -1.530 0.879  C12 1.096
12 C 0.954 -1.105 1.225  H1 1.095, H7 1.095, C8 1.497, H11 1.096
13 H 1.054 0.622 -1.621  C6 1.093
14 O -0.429 -1.238 -0.865  C5 1.425, C8 1.428

SMILES string ... C[C@]12CC[C@H]1O2
Energy above the lowest of the compared OMol25 structures with the same formula, charge and spin ... 46.2 kcal per mole
Kohn-Sham gap ... 10.714 eV
F_max ... 0.37 eV/Å



Molecular formula: C2H2Cl2F2
Method: DFT, the ωB97M-V functional and the def2-TZVPD basis

Each atom is followed by the atoms it is bonded to, with distances in Å.
Atoms and positions in Å:
1 C -0.528 0.500 -0.090  F2 1.418, H3 1.140, Cl6 1.811, C7 1.572
2 F -0.695 1.206 1.128  C1 1.418
3 H -0.374 1.310 -0.877  C1 1.140
4 H 0.417 -1.036 -0.971  C7 1.072
5 F 0.524 -1.321 1.083  C7 1.348
6 Cl -2.153 -0.296 -0.146  C1 1.811
7 C 0.625 -0.568 -0.030  C1 1.572, H4 1.072, F5 1.348, Cl8 1.741
8 Cl 2.184 0.205 -0.097  C7 1.741

SMILES string ... F[C@H](Cl)[C@H](F)Cl
Energy above the lowest of the compared OMol25 structures with the same formula, charge and spin ... 13.0 kcal per mole
Kohn-Sham gap ... 12.154 eV
F_max ... 2.65 eV/Å